ORCA calculation (ωB97M-V/def2-TZVPD) on C6H9N in the gas phase.

SMILES: C#CC[C@]1(C)CN1
LUMO (eV): 1.0190
Molar mass (Da): 95.14
HOMO-LUMO gap (eV): 10.44
E_HOMO (eV): -9.42

Each line ends with the Mulliken charge.
Geometry (Å):
C1 0.246 -0.943 -1.180  -1.35
C2 0.289 0.313 -0.317  1.06
C3 -1.054 0.590 0.393  -0.86
C4 -1.480 -0.541 1.236  -0.31
C5 -1.740 -1.479 1.946  0.00
C6 1.507 0.955 0.276  -0.68
N1 0.901 1.508 -0.931  -0.68
H1 -0.011 -1.876 -0.663  0.33
H2 1.202 -1.083 -1.689  0.35
H3 -0.526 -0.806 -1.954  0.31
H4 -1.824 0.814 -0.358  0.28
H5 -0.985 1.476 1.036  0.34
H6 -1.935 -2.324 2.572  0.40
H7 1.378 1.599 1.144  0.24
H8 2.519 0.558 0.192  0.27
H9 1.515 1.238 -1.702  0.29


ORCA calculation (ωB97M-V/def2-TZVPD) on C6H9N in the gas phase.

SMILES: N[C@]12CC=C[C@H]1C2
LUMO (eV): 1.0900
Molar mass (Da): 95.14
HOMO-LUMO gap (eV): 10.01
E_HOMO (eV): -8.92

Each line ends with the Mulliken charge.
Geometry (Å):
C1 -0.739 0.041 0.132  0.34
C2 0.273 1.118 0.336  -0.71
C3 1.635 0.583 -0.027  -0.52
C4 1.429 -0.543 -0.662  -0.37
C5 0.057 -1.023 -0.400  -0.11
C6 -0.419 -1.097 0.879  -0.66
H1 -1.482 0.793 -1.441  0.37
H2 -2.437 1.079 0.035  0.32
H3 0.151 2.119 -0.265  0.26
H4 0.065 1.531 1.331  0.32
H5 2.619 1.043 0.299  0.32
H6 2.206 -1.199 -1.184  0.32
H7 -0.496 -1.830 -1.060  0.27
H8 0.324 -1.068 1.682  0.25
H9 -1.213 -1.883 0.935  0.28
N1 -1.972 0.336 -0.590  -0.68


ORCA calculation (ωB97M-V/def2-TZVPD) on C6H9N in the gas phase.

SMILES: CCc1cc[nH]c1
LUMO (eV): 1.1109
Molar mass (Da): 95.14
HOMO-LUMO gap (eV): 9.22
E_HOMO (eV): -8.11

Each line ends with the Mulliken charge.
Geometry (Å):
C1 -2.024 -0.658 -0.306  -1.05
C2 -1.039 0.228 -1.068  -0.69
C3 0.326 0.355 -0.449  0.53
C4 1.230 -0.671 -0.341  -0.61
N1 2.193 -0.252 0.539  -0.02
C5 1.741 0.829 1.272  -0.62
C6 0.589 1.236 0.666  -0.48
H1 -1.791 -0.572 0.760  0.31
H2 -1.965 -1.720 -0.555  0.31
H3 -3.074 -0.392 -0.433  0.32
H4 -1.472 1.222 -1.187  0.37
H5 -0.910 -0.188 -2.072  0.34
H6 1.125 -1.695 -0.660  0.38
H7 3.100 -0.660 0.679  0.18
H8 2.109 0.934 2.277  0.34
H9 -0.138 2.004 0.879  0.40


One value per record, in order, for strongest force on any atom: 0.55, 8.88, 2.24 eV/Å.
One value per record, in order, for energy relative to the best compared isomer or geometry (same formula, charge and spin): 293.7, 333.4, 104.8 kJ/mol.